1.
C2H6O2S2 | ωB97M-V/def2-TZVPD

Geometry as ORCA input:
```
! wB97M-V def2-TZVPD RIJCOSX def2/J DEFGRID3
* xyz 0 1
O -2.02 0.27 0.30
C -2.18 -0.31 -0.91
O -1.09 -0.82 -1.45
H -3.11 -0.26 -1.52
H -0.43 -0.43 -0.72
C 1.27 0.01 1.74
S 1.75 -0.47 0.03
S 1.67 1.01 -1.38
H 1.81 0.85 2.15
H 1.56 -0.88 2.25
H 0.21 0.30 1.78
H 0.57 0.75 -2.27
*
```

SMILES: O=CO.CSS
Max |F|, eV/Å: 7.09
Energy, a.u.: -1026.6100
Gap between HOMO and LUMO, eV: 9.644

These are the Löwdin partial charges, in e, on atoms 1 to 4:
1 O -0.093
2 C -0.271
3 O -0.030
4 H 0.147

***

2.
C12H19CoI2N2O4 | ωB97M-V/def2-TZVPD

Geometry as ORCA input:
```
! wB97M-V def2-TZVPD RIJCOSX def2/J DEFGRID3
* xyz 2 1
Co -0.32 -0.14 0.15
I 3.75 -0.52 1.20
C 3.52 1.38 0.31
I 1.51 1.94 -0.15
H 4.06 1.40 -0.63
H 3.88 2.13 1.01
C 0.63 -1.14 3.91
C -0.42 -0.79 2.92
O -0.19 0.10 2.05
N -1.60 -1.40 2.95
C -2.70 -0.94 2.13
C -2.80 -1.55 0.75
C -3.82 -2.44 0.48
C -4.02 -2.90 -0.82
C -3.19 -2.43 -1.82
C -2.17 -1.56 -1.48
N -1.96 -1.14 -0.22
H 1.28 -0.28 4.05
H 1.23 -1.95 3.48
H 0.22 -1.47 4.86
H -1.74 -2.15 3.61
H -2.60 0.14 2.04
H -3.63 -1.13 2.66
H -4.48 -2.74 1.28
H -4.82 -3.60 -1.04
H -3.31 -2.73 -2.85
H -1.50 -1.19 -2.24
C 1.62 -2.94 -1.41
C 0.84 -1.84 -0.84
O 0.54 -0.77 -1.47
O 0.38 -1.83 0.36
H 1.79 -2.78 -2.47
H 1.10 -3.89 -1.24
H 2.58 -2.99 -0.90
C -2.65 1.80 -0.75
O -1.49 1.49 0.06
H -2.75 2.88 -0.82
H -3.54 1.36 -0.31
H -2.47 1.39 -1.74
H -1.45 2.04 0.85
*
```

Max |F|, eV/Å: 0.99
Energy, a.u.: -2856.7563
Gap between HOMO and LUMO, eV: 7.110

These are the Löwdin partial charges, in e, on atoms 1 to 4:
1 Co 0.494
2 I 0.884
3 C -1.067
4 I 1.175

***

3.
C20H16BrF3N4O2S2 | ωB97M-V/def2-TZVPD

Geometry as ORCA input:
```
! wB97M-V def2-TZVPD RIJCOSX def2/J DEFGRID3
* xyz 0 1
O -1.91 2.57 -1.21
C -0.86 2.10 -1.58
C 0.22 2.86 -1.03
N 0.09 3.32 0.26
N 1.22 3.78 0.79
C 2.05 3.74 -0.19
C 1.47 3.11 -1.40
C 2.11 3.04 -2.72
S 3.60 4.19 -3.02
C 4.01 4.53 -1.40
S 5.60 5.20 -1.02
C 5.34 5.19 0.73
Br 6.54 5.67 2.12
C 4.21 4.54 0.95
C 3.43 4.27 -0.24
N -0.81 0.76 -1.95
C -2.15 0.12 -2.19
C -2.40 -0.78 -1.01
N -1.16 -1.38 -0.39
C -1.26 -2.50 0.42
C -1.94 -3.61 -0.08
C -2.27 -4.72 0.64
C -1.82 -4.80 1.96
O -2.10 -5.98 2.63
C -2.73 -5.87 3.82
F -1.93 -5.57 4.85
F -3.61 -4.80 3.84
F -3.35 -7.00 4.08
C -1.04 -3.84 2.47
C -0.83 -2.63 1.68
C 0.04 -0.62 -0.30
C 0.29 -0.17 -1.74
H -0.83 3.43 0.68
H 2.45 1.99 -2.81
H 1.48 3.07 -3.66
H 3.78 4.29 1.92
H -2.91 0.94 -2.33
H -2.19 -0.49 -3.11
H -3.18 -1.53 -1.16
H -2.79 -0.13 -0.29
H -2.44 -3.54 -1.07
H -2.81 -5.54 0.14
H -0.60 -3.82 3.53
H -0.32 -1.75 2.20
H -0.02 0.24 0.41
H 0.84 -1.21 0.15
H 1.27 0.37 -1.96
H 0.22 -1.04 -2.37
*
```

SMILES: O=C(c1[nH]nc2c1CSc1sc(Br)cc1-2)N1CCN(c2ccc(OC(F)(F)F)cc2)CC1
Max |F|, eV/Å: 4.44
Energy, a.u.: -4811.1436
Gap between HOMO and LUMO, eV: 8.293

These are the Löwdin partial charges, in e, on atoms 1 to 4:
1 O 0.073
2 C -0.383
3 C -0.169
4 N 0.050

***

4.
C4H9IN4 | ωB97M-V/def2-TZVPD

Geometry as ORCA input:
```
! wB97M-V def2-TZVPD RIJCOSX def2/J DEFGRID3
* xyz 2 1
C 1.05 -0.35 1.21
C 0.03 0.75 -0.51
C -0.38 -0.58 -0.57
C -0.51 1.88 -1.20
N 0.90 0.87 0.50
N 0.34 -1.29 0.24
N 0.66 -0.47 2.57
N -1.63 -1.17 -1.71
I -2.07 -3.08 -1.73
H 2.04 -0.83 1.05
H -0.93 2.64 -0.51
H -1.34 1.48 -1.78
H 0.21 2.39 -1.79
H 1.63 1.69 0.54
H 0.49 -2.28 0.39
H -0.29 -0.18 2.78
H 1.44 -0.80 3.16
H -1.65 -0.67 -2.63
*
```

Max |F|, eV/Å: 8.10
Energy, a.u.: -673.7434
Gap between HOMO and LUMO, eV: 5.473

These are the Löwdin partial charges, in e, on atoms 1 to 4:
1 C -0.305
2 C -0.168
3 C -0.068
4 C 0.061

***

5.
C52H46O8P2Pd | ωB97M-V/def2-TZVPD

Geometry as ORCA input:
```
! wB97M-V def2-TZVPD RIJCOSX def2/J DEFGRID3
* xyz 0 1
C 3.82 2.87 -1.92
O 3.72 2.28 -0.60
C 2.55 2.34 0.07
C 2.52 1.75 1.36
C 1.39 1.74 2.10
C 0.11 2.23 1.59
O -0.99 2.01 2.14
C 0.22 2.96 0.33
C 1.37 2.97 -0.43
H 4.85 2.69 -2.22
H 3.12 2.37 -2.62
H 3.61 3.95 -1.88
H 3.45 1.30 1.72
H 1.38 1.29 3.09
H -0.67 3.47 -0.04
H 1.37 3.45 -1.42
C -8.40 -5.11 3.85
C -9.14 -4.38 4.79
C -9.42 -3.03 4.57
C -8.85 -2.42 3.46
O -8.83 -1.00 3.37
P -7.92 0.00 4.27
O -8.50 1.49 3.90
C -9.48 1.87 2.97
C -10.58 2.59 3.43
C -11.65 2.78 2.56
C -11.57 2.31 1.24
C -10.41 1.69 0.77
C -9.33 1.50 1.63
O -8.52 -0.27 5.76
C -8.94 0.68 6.70
C -10.03 0.33 7.50
C -10.52 1.30 8.39
C -9.95 2.57 8.44
C -8.84 2.87 7.64
C -8.31 1.91 6.79
Pd -5.64 -0.22 4.01
P -4.80 -1.68 2.45
O -5.02 -3.30 2.59
C -4.65 -4.37 1.74
C -4.06 -5.48 2.33
C -3.56 -6.49 1.50
C -3.67 -6.38 0.11
C -4.30 -5.26 -0.45
C -4.87 -4.29 0.37
O -5.27 -1.32 0.93
C -4.48 -0.72 -0.06
C -4.47 -1.32 -1.31
C -3.47 -0.95 -2.21
C -2.54 0.04 -1.86
C -2.63 0.67 -0.63
C -3.65 0.34 0.27
O -3.18 -1.58 2.34
C -2.21 -2.51 2.75
C -1.29 -2.87 1.77
C -0.44 -3.94 2.05
C -0.48 -4.55 3.31
C -1.36 -4.10 4.30
C -2.23 -3.05 4.03
C -4.30 -0.12 5.73
C -5.01 -0.63 6.92
C -5.16 -2.02 7.10
C -5.73 -2.52 8.27
C -6.24 -1.64 9.22
C -6.23 -0.26 8.98
C -5.59 0.24 7.85
C -4.47 1.20 5.22
C -3.99 1.43 3.91
C -8.21 -3.14 2.46
C -7.95 -4.49 2.68
H -8.19 -6.16 4.01
H -9.50 -4.86 5.70
H -10.04 -2.46 5.26
H -10.58 2.97 4.45
H -12.53 3.31 2.91
H -12.43 2.44 0.57
H -10.33 1.34 -0.25
H -8.38 1.07 1.29
H -10.46 -0.67 7.42
H -11.36 1.03 9.04
H -10.35 3.32 9.11
H -8.37 3.86 7.67
H -7.40 2.11 6.21
H -3.98 -5.52 3.42
H -3.08 -7.36 1.96
H -3.26 -7.15 -0.53
H -4.36 -5.13 -1.53
H -5.47 -3.48 -0.03
H -5.22 -2.08 -1.55
H -3.43 -1.43 -3.19
H -1.75 0.32 -2.56
H -1.92 1.44 -0.33
H -3.77 0.88 1.21
H -1.28 -2.33 0.83
H 0.26 -4.27 1.29
H 0.18 -5.39 3.52
H -1.37 -4.55 5.29
H -2.92 -2.66 4.78
H -3.43 -0.68 5.39
H -4.84 -2.69 6.29
H -5.77 -3.60 8.43
H -6.69 -2.03 10.14
H -6.71 0.43 9.67
H -5.55 1.32 7.66
H -4.95 1.97 5.82
H -3.05 0.96 3.60
H -4.33 2.28 3.32
H -7.88 -2.63 1.55
H -7.40 -5.06 1.92
*
```

Max |F|, eV/Å: 2.16
Energy, a.u.: -3421.6072
Gap between HOMO and LUMO, eV: 2.125

These are the Löwdin partial charges, in e, on atoms 1 to 4:
1 C -0.085
2 O -0.127
3 C -0.315
4 C -0.055